No. 1
Formula: C5H7N
Source: the Open Molecules 2025 dataset
Level of theory: wB97M-V/def2-TZVPD

Structure (XYZ):
```
13
C5H7N, DFT wB97M-V/def2-TZVPD
C -1.252 1.211 -0.448
C 0.125 0.576 -0.568
C 0.826 0.052 0.666
C 0.395 -0.915 -0.455
C 0.113 -1.983 0.466
N 0.463 -2.592 1.396
H -1.825 1.085 -1.377
H -1.161 2.285 -0.256
H -1.839 0.772 0.366
H 0.703 0.975 -1.404
H 0.076 0.072 1.452
H 1.700 -0.424 1.154
H 1.185 -1.218 -1.142
```

Results
Energy above the lowest of the compared OMol25 structures with the same formula, charge and spin = 336.8 kJ/mol
LUMO energy = 0.858 eV
SMILES = C[C@H]1C[C@H]1C#N
Charge = 0
Largest force on an atom = 2.2 eV/Å
Total energy = -6785.022 eV
HOMO-LUMO gap = 10.23 eV

No. 2
Formula: C5H7N
Source: the Open Molecules 2025 dataset
Level of theory: wB97M-V/def2-TZVPD

Structure (XYZ):
```
13
C5H7N, DFT wB97M-V/def2-TZVPD
C 1.465 -2.251 -2.342
C -0.270 1.321 -0.025
C -0.961 2.337 -0.434
C 0.395 0.302 0.423
C -0.221 -0.791 1.245
N 0.797 -1.971 -1.465
H 2.085 -2.510 -3.159
H -1.460 2.350 -1.390
H -1.059 3.221 0.173
H 1.454 0.210 0.224
H 0.278 -0.852 2.212
H -0.109 -1.751 0.743
H -1.280 -0.603 1.398
```

Results
Energy above the lowest of the compared OMol25 structures with the same formula, charge and spin = 252.7 kJ/mol
LUMO energy = 0.940 eV
SMILES = C=C=CC.C#N
Charge = 0
Largest force on an atom = 0.7 eV/Å
Total energy = -6785.894 eV
HOMO-LUMO gap = 9.98 eV

No. 3
Formula: C5H7N
Source: the Open Molecules 2025 dataset
Level of theory: wB97M-V/def2-TZVPD

Structure (XYZ):
```
13
C5H7N, DFT wB97M-V/def2-TZVPD
N -1.104 0.702 1.845
C -0.267 1.269 1.269
C 0.445 1.268 -0.013
C 0.092 0.106 -0.940
C -1.113 -1.142 1.277
C 1.042 -0.606 -1.542
H 1.501 1.307 0.230
H 0.147 2.204 -0.478
H -0.944 0.015 -1.263
H -2.194 -1.331 1.351
H -0.576 -1.777 2.022
H 2.096 -0.439 -1.334
H 0.815 -1.308 -2.341
```

Results
Energy above the lowest of the compared OMol25 structures with the same formula, charge and spin = 598.9 kJ/mol
LUMO energy (alpha / beta) = -0.419 / -0.404 eV
Charge = 0
Largest force on an atom = 1.8 eV/Å
Total energy = -6782.305 eV
HOMO-LUMO gap (alpha / beta) = 7.21 / 7.44 eV

No. 4
Formula: C5H7N
Source: the Open Molecules 2025 dataset
Level of theory: wB97M-V/def2-TZVPD

Structure (XYZ):
```
13
C5H7N, DFT wB97M-V/def2-TZVPD
C -2.294 -1.036 -1.417
C -1.249 -0.902 -0.814
C -0.240 -0.176 -0.115
C -0.696 1.148 0.430
C 1.967 -0.323 0.556
N 0.878 -0.741 -0.175
H -2.881 -1.464 -2.125
H -0.319 1.977 -0.168
H -1.745 1.025 0.298
H -0.525 1.463 1.570
H 2.737 -0.270 -0.334
H 2.464 -1.194 0.995
H 1.904 0.494 1.300
```

Results
Energy above the lowest of the compared OMol25 structures with the same formula, charge and spin = 364.1 kJ/mol
LUMO energy = 0.967 eV
SMILES = C#C/C(C)=N/C
Charge = 0
Largest force on an atom = 4.0 eV/Å
Total energy = -6784.739 eV
HOMO-LUMO gap = 10.24 eV

No. 5
Formula: C5H7N
Source: the Open Molecules 2025 dataset
Level of theory: wB97M-V/def2-TZVPD

Structure (XYZ):
```
13
C5H7N, DFT wB97M-V/def2-TZVPD
C 1.945 0.014 0.075
C 0.485 -0.028 -0.136
C -0.310 -1.084 -0.452
N -1.610 -0.690 -0.241
C -1.643 0.582 0.246
C -0.357 1.025 0.340
H 1.601 0.545 1.297
H 2.439 -0.939 -0.358
H 2.517 0.827 -0.385
H -0.076 -2.069 -0.835
H -2.410 -1.253 -0.444
H -2.586 1.056 0.472
H -0.061 2.062 0.442
```

Results
Energy above the lowest of the compared OMol25 structures with the same formula, charge and spin = 206.9 kJ/mol
LUMO energy = 1.047 eV
Charge = 0
Largest force on an atom = 4.8 eV/Å
Total energy = -6786.368 eV
HOMO-LUMO gap = 9.09 eV

No. 6
Formula: C5H7N
Source: the Open Molecules 2025 dataset
Level of theory: wB97M-V/def2-TZVPD

Structure (XYZ):
```
13
C5H7N, DFT wB97M-V/def2-TZVPD
C 0.772 -0.593 1.261
C -0.074 -0.615 0.010
C 0.227 0.068 -1.274
N 1.064 0.992 -1.282
C -1.099 0.591 -0.035
C -1.701 -0.361 0.567
H 1.834 -0.669 1.087
H 0.621 0.361 1.782
H 0.407 -1.302 2.000
H 0.020 -0.574 -2.138
H 1.340 1.291 -2.209
H -0.781 1.620 -0.004
H -2.632 -0.809 0.235
```

Results
Energy above the lowest of the compared OMol25 structures with the same formula, charge and spin = 651.4 kJ/mol
LUMO energy = -0.381 eV
Charge = 0
Largest force on an atom = 5.1 eV/Å
Total energy = -6781.761 eV
HOMO-LUMO gap = 8.16 eV

No. 7
Formula: C5H7N
Source: the Open Molecules 2025 dataset
Level of theory: wB97M-V/def2-TZVPD

Structure (XYZ):
```
13
C5H7N, DFT wB97M-V/def2-TZVPD
C -2.730 0.218 -0.027
C -1.332 -0.005 -0.397
C -0.141 -0.051 -0.586
C 1.297 0.096 -0.701
C 2.073 0.161 0.568
N 2.227 -0.975 -0.329
H -3.449 -0.044 -0.811
H -2.857 1.281 0.206
H -2.982 -0.351 0.872
H 1.623 0.701 -1.545
H 1.507 0.034 1.488
H 2.932 0.820 0.654
H 1.714 -1.775 0.031
```

Results
Energy above the lowest of the compared OMol25 structures with the same formula, charge and spin = 271.6 kJ/mol
LUMO energy = 0.985 eV
SMILES = CC#C[C@H]1CN1
Charge = 0
Largest force on an atom = 0.5 eV/Å
Total energy = -6785.698 eV
HOMO-LUMO gap = 9.99 eV

No. 8
Formula: C5H7N
Source: the Open Molecules 2025 dataset
Level of theory: wB97M-V/def2-TZVPD

Structure (XYZ):
```
13
C5H7N, DFT wB97M-V/def2-TZVPD
C 1.316 -1.696 -0.241
C 1.367 -0.980 0.864
C 0.290 -1.408 -1.199
C -0.449 0.184 0.244
C -0.754 1.537 0.713
N -0.433 -0.284 -0.988
H 1.941 -2.644 -0.539
H 1.809 -1.087 1.913
H 0.179 -1.799 -2.296
H 0.126 2.206 0.306
H -1.738 1.974 0.372
H -0.666 1.394 1.765
H -1.123 -0.057 -1.579
```

Results
Energy above the lowest of the compared OMol25 structures with the same formula, charge and spin = 553.8 kJ/mol
LUMO energy = 0.776 eV
Charge = 0
Largest force on an atom = 5.4 eV/Å
Total energy = -6782.772 eV
HOMO-LUMO gap = 7.47 eV

No. 9
Formula: C5H7N
Source: the Open Molecules 2025 dataset
Level of theory: wB97M-V/def2-TZVPD

Structure (XYZ):
```
13
C5H7N, DFT wB97M-V/def2-TZVPD
C 3.540 0.044 0.499
C 2.551 0.553 0.046
C -1.489 0.731 -0.034
C -2.506 1.499 0.227
C -0.140 -1.054 0.069
N -0.509 0.210 -0.502
H 4.283 -0.564 0.497
H 1.687 1.200 0.109
H -3.451 1.430 -0.360
H -2.482 2.223 0.958
H 1.044 -1.067 0.097
H -0.580 -1.485 1.033
H -0.471 -1.952 -0.646
```

Results
Energy above the lowest of the compared OMol25 structures with the same formula, charge and spin = 493.1 kJ/mol
LUMO energy = 0.938 eV
SMILES = C=C=NC.C#C
Charge = 0
Largest force on an atom = 5.8 eV/Å
Total energy = -6783.401 eV
HOMO-LUMO gap = 10.18 eV

No. 10
Formula: C5H7N
Source: the Open Molecules 2025 dataset
Level of theory: wB97M-V/def2-TZVPD

Structure (XYZ):
```
13
C5H7N, DFT wB97M-V/def2-TZVPD
N -0.181 -1.655 -0.062
C -0.210 -1.077 -1.140
C -0.254 -0.484 -2.308
C 0.668 0.443 0.992
C -0.007 -0.886 1.187
C 0.009 1.583 0.817
H -1.197 -0.111 -2.691
H 0.651 -0.338 -2.885
H 1.755 0.428 0.915
H 0.558 -1.522 1.874
H -1.006 -0.753 1.616
H -1.079 1.621 0.857
H 0.524 2.518 0.613
```

Results
Energy above the lowest of the compared OMol25 structures with the same formula, charge and spin = 212.1 kJ/mol
LUMO energy = 1.096 eV
SMILES = C=C=NCC=C
Charge = 0
Largest force on an atom = 0.8 eV/Å
Total energy = -6786.315 eV
HOMO-LUMO gap = 9.98 eV

No. 11
Formula: C5H7N
Source: the Open Molecules 2025 dataset
Level of theory: wB97M-V/def2-TZVPD

Structure (XYZ):
```
13
C5H7N, DFT wB97M-V/def2-TZVPD
C 1.530 -0.061 -0.166
C 0.464 0.099 0.741
C -0.442 1.194 0.533
C -1.563 0.598 0.043
C -1.471 -0.886 0.076
N -0.297 -1.033 0.843
H 2.110 -0.984 -0.163
H 0.518 -0.421 -1.141
H 2.073 0.814 -0.517
H -0.161 2.240 0.510
H -2.405 1.109 -0.412
H -0.519 -0.736 -1.163
H 0.162 -1.934 0.815
```

Results
Energy above the lowest of the compared OMol25 structures with the same formula, charge and spin = 571.8 kJ/mol
LUMO energy = 0.428 eV
Charge = 0
Largest force on an atom = 0.4 eV/Å
Total energy = -6782.586 eV
HOMO-LUMO gap = 8.39 eV

No. 12
Formula: C5H7N
Source: the Open Molecules 2025 dataset
Level of theory: wB97M-V/def2-TZVPD

Structure (XYZ):
```
13
C5H7N, DFT wB97M-V/def2-TZVPD
C -2.023 -1.158 0.960
C -0.660 0.017 -0.752
C -1.146 -0.035 0.463
C 3.454 1.242 0.284
C 2.725 0.889 -0.605
N -0.125 0.020 -1.864
H -3.085 -0.899 0.875
H -1.853 -2.079 0.396
H -1.818 -1.366 2.015
H -0.927 0.804 1.118
H 4.101 1.548 1.076
H 2.052 0.561 -1.374
H -0.694 0.455 -2.591
```

Results
Energy above the lowest of the compared OMol25 structures with the same formula, charge and spin = 342.9 kJ/mol
LUMO energy = 0.927 eV
SMILES = CC=C=N.C#C
Charge = 0
Largest force on an atom = 0.6 eV/Å
Total energy = -6784.959 eV
HOMO-LUMO gap = 9.89 eV